w:
{"formula": "C43H116N14O15", "method": "wB97M-V/def2-TZVPD", "charge": 0, "e_lumo_ev": 0.5, "smiles": "COC[C@H](C)N.COC[C@H](C)N.COC[C@H](C)N.COC[C@H](C)N.COCCNCCOC.COCCNCCOC.COCCNCCOC.COCCNCCOC.NC(N)=O.NC(N)=O.NC(N)=O", "elements": ["O", "O", "O", "O", "O", "O", "O", "O", "O", "O", "O", "O", "O", "O", "O", "N", "N", "N", "N", "N", "N", "N", "N", "N", "N", "N", "N", "N", "N", "C", "C", "C", "C", "C", "C", "C", "C", "C", "C", "C", "C", "C", "C", "C", "C", "C", "C", "C", "C", "C", "C", "C", "C", "C", "C", "C", "C", "C", "C", "C", "C", "C", "C", "C", "C", "C", "C", "C", "C", "C", "C", "C", "H", "H", "H", "H", "H", "H", "H", "H", "H", "H", "H", "H", "H", "H", "H", "H", "H", "H", "H", "H", "H", "H", "H", "H", "H", "H", "H", "H", "H", "H", "H", "H", "H", "H", "H", "H", "H", "H", "H", "H", "H", "H", "H", "H", "H", "H", "H", "H", "H", "H", "H", "H", "H", "H", "H", "H", "H", "H", "H", "H", "H", "H", "H", "H", "H", "H", "H", "H", "H", "H", "H", "H", "H", "H", "H", "H", "H", "H", "H", "H", "H", "H", "H", "H", "H", "H", "H", "H", "H", "H", "H", "H", "H", "H", "H", "H", "H", "H", "H", "H", "H", "H", "H", "H", "H", "H", "H", "H", "H", "H", "H", "H", "H", "H", "H", "H"], "positions_angstrom": [[4.466, 6.661, -3.142], [-3.226, -1.920, 5.519], [-1.739, 2.875, 6.265], [0.864, -2.812, 2.412], [0.898, 7.341, 5.478], [-5.289, -0.120, 0.265], [-0.289, -5.123, 6.616], [-0.832, 0.242, -6.120], [0.272, -3.593, -2.304], [3.699, -3.336, -1.310], [2.983, -1.104, -6.215], [1.690, 4.296, 0.571], [-4.395, -3.016, -2.777], [4.038, 0.088, 1.304], [0.762, 1.410, -1.163], [3.242, -1.334, -3.341], [0.459, 1.191, 1.042], [-0.655, -0.533, 3.232], [0.376, 6.081, -0.002], [3.516, 1.803, -0.096], [-0.260, 2.352, -4.186], [-7.051, -1.894, -1.322], [4.644, 4.265, -1.809], [5.251, 2.050, 1.317], [-0.601, -0.265, -0.381], [0.376, -5.088, -5.609], [-0.510, 4.895, 4.499], [0.384, 4.190, -1.266], [0.539, -6.260, 3.784], [-1.840, 2.900, 4.854], [2.127, -0.629, -3.983], [-1.820, 0.642, -5.196], [3.888, 7.950, -3.203], [3.303, -1.086, -1.888], [4.221, 1.247, 0.921], [0.321, -3.970, -0.973], [-0.573, 3.469, 4.240], [-1.917, -1.550, 5.100], [4.252, -2.040, -1.227], [2.878, -0.805, -7.597], [-1.420, -0.332, -7.254], [2.467, -0.114, -5.359], [-3.232, -2.190, 6.903], [4.103, 4.271, -3.189], [-6.233, -2.271, -0.185], [0.698, -4.528, -3.269], [-4.999, -1.486, 0.177], [0.678, 5.496, 3.946], [3.529, 5.665, -3.527], [-2.853, 2.350, 6.940], [-3.432, -2.029, -2.994], [-2.450, -2.081, 2.606], [0.845, 4.819, -0.178], [1.920, -2.164, 1.738], [0.568, 8.648, 5.858], [0.422, -3.948, -4.669], [-0.814, -3.081, -4.779], [3.090, 3.146, -3.326], [4.165, -4.241, -0.346], [1.222, -4.148, 2.740], [-0.104, -6.916, 4.901], [-0.208, -4.862, 7.993], [-2.297, 1.827, -3.035], [0.720, 7.024, 4.108], [-6.378, -1.554, -2.581], [-4.132, 0.690, 0.396], [0.189, 0.824, -0.224], [0.233, -4.852, 3.649], [0.339, -6.348, 6.282], [-1.957, -1.069, 3.643], [-1.229, 1.280, -3.957], [-5.707, -2.739, -3.261], [-3.703, -1.056, -2.561], [-0.225, 7.473, 3.784], [-0.309, 9.090, 5.379], [1.576, 7.455, 3.576], [2.720, 2.930, -4.326], [-0.559, 5.078, 5.493], [-7.165, -1.226, -3.266], [-2.709, 3.443, 4.470], [0.888, 5.199, 2.917], [-3.680, 0.606, 1.386], [-1.713, -3.615, -4.475], [0.306, 2.901, 4.573], [1.234, -1.265, -3.976], [-0.680, 0.525, -3.372], [2.240, 3.405, -2.696], [4.452, -1.662, -0.216], [-2.018, 0.411, -7.796], [0.746, 3.271, -1.503], [-2.147, -1.122, -7.025], [0.032, -7.101, 7.015], [-6.324, -3.632, -3.203], [-6.005, -3.338, -0.307], [3.532, 8.163, -4.220], [-4.425, 1.721, 0.200], [-0.672, -2.194, -4.162], [5.231, 5.100, -1.741], [-0.703, -0.766, -7.948], [0.198, 2.509, -3.297], [0.075, 0.713, 1.854], [3.567, 2.264, -2.896], [1.529, 5.109, 4.532], [1.467, -4.708, 1.827], [2.985, 7.988, -2.587], [-3.026, 1.052, -2.792], [-0.261, 4.645, -1.885], [2.863, -2.200, 2.287], [-3.431, 0.462, -0.413], [-2.542, 1.332, -5.660], [-3.267, -1.929, -4.071], [-4.574, -1.813, 1.137], [-2.791, 2.676, -3.514], [1.236, -5.624, -5.640], [-0.673, 3.244, 3.174], [0.290, -4.667, -6.530], [0.187, -5.478, -3.074], [-2.566, 2.490, 7.985], [2.325, -1.138, -1.397], [0.191, -7.969, 4.947], [-1.888, -3.006, 2.711], [-4.263, -2.363, 7.206], [-0.079, -1.310, 2.877], [3.826, -0.130, -1.821], [1.667, -1.110, 1.617], [-2.532, -2.268, -2.427], [1.323, -3.357, -4.875], [-0.130, -0.245, 4.057], [1.184, 1.879, 1.186], [5.422, 2.927, 0.866], [0.419, 1.929, -4.814], [2.025, -2.502, 0.702], [1.848, -0.629, -7.931], [2.192, -4.100, 3.253], [-0.279, 6.458, -0.658], [-1.193, -7.018, 4.807], [-0.956, -2.718, -5.799], [4.650, 8.697, -3.001], [5.256, -2.007, -1.671], [-2.673, -3.122, 7.056], [3.932, 4.644, -1.171], [-3.741, 2.957, 6.734], [2.786, 1.210, -0.465], [0.001, -3.143, -0.337], [5.826, 1.706, 2.065], [3.103, -2.334, -3.441], [3.830, -3.896, 0.640], [-2.395, -1.752, 1.569], [-0.522, -3.838, 8.178], [-0.847, -5.497, 8.623], [4.928, 3.925, -3.816], [1.446, 9.283, 5.668], [3.765, -5.252, -0.441], [-1.806, 2.193, -2.131], [1.936, 0.247, -3.355], [-5.743, -0.676, -2.425], [-7.569, -1.075, -1.024], [0.486, -6.742, 2.899], [2.603, 5.852, -2.975], [1.779, -4.693, -3.176], [1.431, -6.308, 6.271], [1.650, 0.437, -5.835], [-0.682, -0.765, -1.246], [-3.490, -2.349, 2.796], [-4.199, -1.681, -0.552], [-5.532, -2.498, -4.318], [0.779, -5.065, 8.424], [0.314, -4.365, 4.619], [-1.077, -0.499, 0.477], [-2.492, -0.184, -4.932], [0.793, 6.673, 0.692], [3.249, 0.648, -5.212], [-1.496, -0.771, 5.748], [-6.856, -2.374, 0.710], [-0.343, -4.805, -0.700], [5.251, -4.369, -0.303], [3.539, 2.779, -0.312], [-1.155, -2.336, 5.210], [-1.939, 1.861, 4.510], [3.509, 0.071, -7.753], [-2.726, -1.435, 7.514], [3.123, -1.663, -8.221], [-0.780, -4.641, 3.285], [0.481, 8.649, 6.945], [3.398, 5.685, -4.613], [1.358, -4.255, -0.745], [-2.561, -0.160, 3.750], [-3.057, 1.285, 6.787]]}



x:
{"formula": "C43H116N14O15", "method": "wB97M-V/def2-TZVPD", "charge": 0, "e_lumo_ev": -0.1, "elements": ["O", "O", "O", "O", "O", "O", "O", "O", "O", "O", "O", "O", "O", "O", "O", "N", "N", "N", "N", "N", "N", "N", "N", "N", "N", "N", "N", "N", "N", "C", "C", "C", "C", "C", "C", "C", "C", "C", "C", "C", "C", "C", "C", "C", "C", "C", "C", "C", "C", "C", "C", "C", "C", "C", "C", "C", "C", "C", "C", "C", "C", "C", "C", "C", "C", "C", "C", "C", "C", "C", "C", "C", "H", "H", "H", "H", "H", "H", "H", "H", "H", "H", "H", "H", "H", "H", "H", "H", "H", "H", "H", "H", "H", "H", "H", "H", "H", "H", "H", "H", "H", "H", "H", "H", "H", "H", "H", "H", "H", "H", "H", "H", "H", "H", "H", "H", "H", "H", "H", "H", "H", "H", "H", "H", "H", "H", "H", "H", "H", "H", "H", "H", "H", "H", "H", "H", "H", "H", "H", "H", "H", "H", "H", "H", "H", "H", "H", "H", "H", "H", "H", "H", "H", "H", "H", "H", "H", "H", "H", "H", "H", "H", "H", "H", "H", "H", "H", "H", "H", "H", "H", "H", "H", "H", "H", "H", "H", "H", "H", "H", "H", "H", "H", "H", "H", "H", "H", "H"], "positions_angstrom": [[-0.193, 0.156, 2.142], [0.492, 0.851, -1.451], [-3.250, -1.627, -0.965], [-7.934, -3.088, 3.927], [3.020, 2.476, 4.974], [0.386, -2.450, -0.430], [3.231, -1.404, -3.865], [2.124, 5.584, -0.952], [-2.297, 1.259, -2.554], [2.588, 0.944, 1.947], [1.623, -2.792, 4.778], [-3.749, 0.572, 0.872], [-1.120, 4.424, 1.573], [-1.119, -8.093, -2.618], [3.097, 0.914, -1.480], [-0.919, 0.410, 0.063], [1.440, 1.521, 3.766], [2.415, 5.842, 1.531], [-0.242, -0.305, -3.576], [3.283, 4.002, 1.303], [1.577, 1.162, 5.937], [0.851, 1.523, 0.724], [5.663, 2.729, -3.387], [0.333, -4.501, -2.693], [-0.771, -2.558, -3.493], [-6.758, -0.832, 2.513], [-0.353, 0.060, 3.988], [1.799, 2.298, -2.419], [-0.315, 2.432, -2.801], [-0.057, 0.596, 1.059], [2.999, 4.457, -1.081], [0.317, 4.610, 1.278], [2.896, -0.443, 2.100], [2.057, 1.731, 4.901], [4.020, 1.161, -4.425], [0.113, -5.886, -3.068], [-1.970, -1.780, -1.459], [-3.108, -1.054, 0.353], [0.920, -4.510, -1.337], [-8.003, -1.440, 2.066], [4.401, 2.023, -3.141], [0.847, -1.245, 0.120], [0.670, 1.817, -2.158], [1.032, 5.874, 1.749], [0.002, -1.363, 4.118], [-3.437, 1.265, -1.738], [-8.732, -1.996, 3.297], [-5.905, -0.359, 1.443], [4.419, 1.309, -1.781], [0.529, 7.096, 1.010], [1.083, -0.533, -4.193], [2.939, 0.181, -0.236], [-2.657, 1.293, 1.395], [1.460, -3.159, -0.867], [1.999, -1.212, -3.140], [2.261, 6.418, -2.135], [-1.066, -6.610, -2.484], [4.043, -2.548, -3.540], [-2.109, -4.184, -2.426], [-1.250, 0.182, -4.578], [-0.362, -2.069, 2.755], [-2.584, 0.569, -3.774], [2.653, 3.461, 0.034], [-8.658, -3.964, 4.758], [2.967, 3.272, 2.526], [0.078, -8.797, -2.323], [-4.752, 0.528, 1.893], [-1.984, -2.665, -2.737], [-1.534, 3.112, 1.285], [2.976, -3.048, 4.987], [1.502, -1.430, 4.591], [3.529, 1.860, 2.418], [4.043, 4.754, -0.980], [3.470, 0.650, 0.593], [-7.922, -4.549, 5.308], [-2.540, -1.679, 1.042], [0.478, -8.556, -1.338], [3.405, -0.803, -0.282], [2.228, -1.128, 1.578], [3.471, -3.448, -3.311], [0.629, 0.919, 3.792], [1.512, 0.367, -4.634], [-3.081, -4.344, -1.961], [-1.404, -1.868, 2.507], [0.909, 3.802, 1.709], [-3.027, -0.397, -3.532], [-0.817, 1.033, -5.104], [-0.167, -9.856, -2.396], [-1.379, -4.352, -1.634], [1.638, 1.619, 1.349], [0.978, 1.830, -0.229], [-1.348, -2.317, -0.743], [2.241, -1.003, 3.912], [1.907, 3.276, 2.780], [3.222, -4.099, 5.141], [-9.121, -3.359, 5.538], [-3.933, 0.326, -1.494], [-1.218, 2.000, -2.664], [1.654, -0.934, 5.549], [-0.390, -3.803, -2.794], [-1.446, -0.837, -1.614], [-3.318, 1.184, -4.295], [2.554, 1.702, -2.110], [4.586, -2.274, -2.635], [-1.791, 1.311, 0.732], [-1.911, -6.212, -3.046], [1.862, 0.192, -0.070], [-1.302, -6.338, -1.455], [-0.542, -1.576, -3.559], [-1.726, 2.959, 0.223], [-0.734, 0.718, -0.881], [2.915, -0.849, 3.111], [1.096, 7.990, 1.266], [-2.199, 0.773, 2.236], [-5.614, -1.082, 0.682], [3.250, 6.876, -2.135], [0.913, -8.619, -3.001], [-0.026, -5.917, -4.148], [4.578, 0.226, -4.379], [4.313, 1.591, -5.382], [3.636, 2.781, -2.974], [2.188, 5.856, -3.066], [-0.822, -2.977, -4.410], [-0.243, 0.332, 3.022], [-4.385, 0.205, 2.868], [0.045, -0.930, 0.787], [-1.525, -0.573, -5.315], [4.905, 1.879, -0.990], [0.137, -4.668, -0.595], [5.069, 0.435, -1.823], [-7.735, -2.242, 1.378], [-8.792, -1.235, 4.074], [-6.261, -1.616, 2.911], [2.766, 4.001, -2.044], [-0.224, -3.150, 2.795], [3.434, 3.790, 3.363], [-3.136, 1.675, -0.774], [-8.613, -0.726, 1.513], [2.160, 1.317, 6.746], [1.836, 1.980, 2.959], [3.884, 1.696, 3.435], [2.946, 1.034, -4.555], [-2.770, 2.345, 1.657], [0.968, -1.237, -5.017], [1.908, 3.012, -3.126], [2.203, -0.514, -2.327], [2.219, -3.396, -0.121], [4.432, 1.964, 1.817], [1.665, -1.312, 0.837], [1.623, -2.163, -2.763], [-9.779, -2.257, 3.141], [1.585, 7.257, -1.971], [-0.867, 2.334, 1.654], [0.935, 5.843, 2.834], [3.922, -0.644, 1.792], [3.131, 2.507, -0.189], [1.609, 3.152, 0.084], [1.038, -6.386, -2.781], [-6.566, 0.330, 0.917], [1.788, -5.123, -1.094], [3.350, -2.589, 5.901], [3.537, -2.660, 4.137], [-1.357, -0.037, 3.943], [0.615, 6.986, -0.072], [4.744, -2.764, -4.345], [-4.229, 1.934, -2.073], [-0.500, 7.241, 1.340], [-2.761, -2.305, -3.412], [-4.132, -0.920, 0.702], [-2.657, -0.063, 0.317], [-0.136, 3.180, -3.455], [6.056, 3.111, -2.538], [0.457, 4.580, 0.198], [-5.115, 1.546, 2.036], [1.950, -2.735, -1.744], [-1.904, -4.931, -3.193], [-0.588, -1.738, 4.954], [-9.342, -4.668, 4.284], [0.244, -1.675, 1.939], [2.501, 5.787, 0.527], [5.355, 3.569, -3.856], [2.929, 4.913, 1.557], [-2.543, 3.138, 1.699], [1.049, -0.527, -0.675], [0.933, 0.393, 5.814], [2.744, 6.757, 1.802], [-0.227, 0.265, -2.743], [-1.631, -0.294, 0.199]]}



Which of them is most stable, and which least? Most stable: w; least stable: x.



w:
{"formula": "C5H13N2O", "method": "wB97M-V/def2-TZVPD", "charge": 1, "e_lumo_ev": -3.3, "smiles": "CNC[C@@H]([NH3+])CC=O", "elements": ["O", "N", "N", "C", "C", "C", "C", "C", "H", "H", "H", "H", "H", "H", "H", "H", "H", "H", "H", "H", "H"], "positions_angstrom": [[-1.352, 2.639, 0.344], [1.538, -1.449, 0.058], [-0.726, 0.531, -1.186], [-1.476, 0.488, 1.125], [2.265, -0.776, -1.009], [-0.298, 0.259, 0.200], [-1.609, 2.004, 1.282], [0.161, -1.213, 0.308], [-1.026, 0.006, 2.102], [-1.725, 0.318, -1.322], [1.854, -2.522, 0.159], [0.520, 0.998, 0.502], [-0.624, 1.489, -1.392], [-2.409, 0.034, 1.070], [-2.219, 2.208, 2.175], [-0.034, -1.313, 1.482], [-0.447, -2.092, -0.024], [2.953, -0.050, -0.557], [1.888, -0.017, -1.768], [-0.152, -0.025, -1.950], [2.918, -1.516, -1.601]]}



x:
{"formula": "C5H13N2O", "method": "wB97M-V/def2-TZVPD", "charge": 1, "e_lumo_ev": -8.7, "elements": ["O", "N", "N", "C", "C", "C", "C", "C", "H", "H", "H", "H", "H", "H", "H", "H", "H", "H", "H", "H", "H"], "positions_angstrom": [[0.997, -0.624, 1.313], [-1.321, -1.555, 0.706], [1.670, 0.171, -0.854], [-0.602, -0.795, -0.320], [2.655, 0.849, 0.074], [0.864, -0.825, -0.030], [-0.973, 0.633, 0.064], [-2.551, 0.944, -0.187], [-0.608, -1.453, 1.454], [2.282, 1.865, 0.401], [-0.833, -0.945, -1.388], [1.336, -1.816, -0.338], [-0.276, 1.172, -0.615], [-1.686, -2.528, 0.559], [2.243, -0.297, -1.558], [-2.806, 1.939, -0.196], [-2.993, 0.398, 0.547], [-3.052, 0.699, -1.172], [-0.613, 0.929, 1.080], [2.654, 0.047, 0.832], [3.615, 1.193, -0.371]]}



Which of them is most stable, and which least? Most stable: w; least stable: x.



w:
{"formula": "C5H13N2O", "method": "wB97M-V/def2-TZVPD", "charge": 1, "e_lumo_ev": -3.5, "smiles": "N/C=[NH+]\\CCCCO", "elements": ["O", "N", "N", "C", "C", "C", "C", "C", "H", "H", "H", "H", "H", "H", "H", "H", "H", "H", "H", "H", "H"], "positions_angstrom": [[-0.197, -2.232, -0.273], [-1.007, -0.285, 1.519], [-0.296, 1.932, 1.156], [-0.095, 1.761, -0.319], [0.779, -1.975, -1.350], [-0.888, 1.018, 1.878], [0.745, -0.465, -1.739], [0.968, 0.687, -0.714], [1.492, -0.343, -2.499], [2.008, 1.193, -0.965], [0.173, 2.697, 1.734], [1.706, -2.289, -0.846], [0.360, -2.649, -2.088], [-1.069, 1.556, -0.723], [0.120, 2.741, -0.830], [-0.266, -0.306, -2.176], [-1.133, 1.361, 2.803], [-1.603, -0.998, 2.006], [-0.435, -0.609, 0.683], [-1.065, -2.413, -0.421], [1.352, 0.241, 0.251]]}



x:
{"formula": "C5H13N2O", "method": "wB97M-V/def2-TZVPD", "charge": 1, "e_lumo_ev": -3.0, "smiles": "C[C@H]([NH3+])CNCC=O", "elements": ["O", "N", "N", "C", "C", "C", "C", "C", "H", "H", "H", "H", "H", "H", "H", "H", "H", "H", "H", "H", "H"], "positions_angstrom": [[-1.458, 0.056, -1.769], [0.898, 1.520, -1.053], [-0.560, -1.383, 0.394], [2.194, 0.610, 1.130], [-0.328, -0.027, 0.845], [1.085, 0.375, 0.034], [-2.225, -0.757, -1.271], [-1.904, -1.513, -0.098], [-2.667, -1.487, 0.588], [-0.166, 0.173, 1.953], [2.083, 1.641, 1.691], [3.208, 0.761, 0.672], [-0.365, -1.880, 1.282], [0.587, 2.359, -0.753], [-1.058, 0.653, 0.452], [0.264, 1.191, -1.803], [1.411, -0.442, -0.591], [1.807, 1.795, -1.431], [-3.091, -0.924, -1.773], [2.286, -0.156, 1.845], [-2.001, -2.566, -0.342]]}



Which of them is most stable, and which least? Most stable: w; least stable: x.